one.
CH2Cl2N2O2 in the gas phase. Source: OMol25; level of theory: wB97M-V/def2-TZVPD.

```
9
CH2Cl2N2O2 | OMol25 | wB97M-V/def2-TZVPD
Cl 2.031 -1.747 0.267
Cl 1.983 0.944 -0.715
O -0.638 1.848 0.502
O -2.289 0.571 -0.007
N 1.250 -0.202 0.373
N -1.119 0.801 0.182
C -0.265 -0.374 -0.052
H -0.318 -0.641 -1.110
H -0.635 -1.200 0.560
```

Frontier orbital gap = 9.97 eV
E_HOMO = -10.30 eV
Structure (SMILES) = O=[N+]([O-])CN(Cl)Cl
2S+1 = 1
Lowest unoccupied orbital energy = -0.33 eV

These are the Löwdin partial charges, in e, on atoms 1 to 2:
1 Cl 0.563
2 Cl 0.568

---

two.
A molecular structure, CH2Cl2N2O2. Source: OMol25; level of theory: wB97M-V/def2-TZVPD.

```
9
CH2Cl2N2O2 | OMol25 | wB97M-V/def2-TZVPD
Cl 3.577 1.365 0.275
Cl 3.527 -1.259 -0.483
O 1.417 -1.755 0.812
O 1.788 0.294 1.641
N 3.330 0.250 -0.866
N 1.103 -0.518 0.886
C 0.119 -0.071 0.093
H -0.499 0.822 0.123
H -0.279 -0.755 -0.670
```

Frontier orbital gap (alpha / beta) = 8.78 / 6.62 eV
E_HOMO (alpha / beta) = -10.09 / -9.24 eV
2S+1 = 1
Lowest unoccupied orbital energy (alpha / beta) = -1.31 / -2.62 eV

These are the Löwdin partial charges, in e, on atoms 1 to 2:
1 Cl 0.660
2 Cl 0.731

---

Short version: two is the least stable of them.

---

one.
C12H18O2 in the gas phase. Source: OMol25; level of theory: wB97M-V/def2-TZVPD.

```
32
C12H18O2 | OMol25 | wB97M-V/def2-TZVPD
O -0.251 3.041 -0.882
O 3.007 -1.771 0.163
C 2.634 -0.445 0.551
C -0.356 1.650 -0.634
C 2.409 1.475 1.980
C -1.527 1.311 0.290
C -0.500 -2.532 -0.842
C 1.631 0.071 -0.216
C -2.456 -0.854 -0.651
C 3.130 0.264 1.626
C 0.932 1.248 0.092
C 1.337 1.922 1.235
C -1.378 -1.458 -1.608
C -2.013 -0.109 0.571
H -1.187 3.344 -0.991
H -1.281 1.904 1.164
H -2.804 -0.234 1.320
H -1.195 -3.413 -0.749
H -1.933 -1.840 -2.414
H 2.567 1.930 2.957
H -0.729 -0.796 -2.178
H 0.619 2.739 1.478
H -3.107 -1.739 -0.470
H 1.337 -0.520 -1.134
H -0.326 1.124 -1.636
H 3.894 -1.874 0.533
H 0.440 -2.878 -1.486
H -3.200 -0.362 -1.239
H -0.171 -2.245 0.182
H -1.101 -0.578 0.981
H -2.395 1.799 -0.158
H 3.973 -0.173 2.166
```

Frontier orbital gap = 9.72 eV
E_HOMO = -8.85 eV
Structure (SMILES) = CCCCC[C@@H](O)c1cccc(O)c1
2S+1 = 1
Lowest unoccupied orbital energy = 0.86 eV

These are the Löwdin partial charges, in e, on atoms 1 to 2:
1 O -0.030
2 O 0.013

---

two.
C12H18O2 in the gas phase. Source: OMol25; level of theory: wB97M-V/def2-TZVPD.

```
32
C12H18O2 | OMol25 | wB97M-V/def2-TZVPD
O -1.908 -0.809 0.699
O 0.737 0.579 0.136
C 0.907 -0.827 -0.224
C 1.205 -0.855 -1.693
C -2.414 -1.764 -1.432
C 0.307 1.850 1.974
C -1.695 1.732 3.343
C -1.408 0.304 1.324
C -2.581 -0.486 -0.633
C -0.089 0.924 1.079
C -0.452 2.337 3.061
C 2.407 0.004 -2.212
C 3.734 -0.127 -1.374
C -2.161 0.776 2.455
H 0.332 -0.405 -2.142
H 1.844 -1.168 0.316
H 2.604 -0.280 -3.234
H -2.266 1.835 4.246
H 0.027 3.054 3.797
H -3.158 0.350 2.656
H 0.073 -1.509 0.123
H 1.233 2.253 1.695
H 3.930 -1.165 -1.006
H 2.207 1.058 -2.324
H -3.219 -1.927 -2.215
H -3.628 -0.293 -0.390
H -2.339 0.450 -1.094
H 4.714 0.096 -1.729
H -2.491 -2.656 -0.855
H 1.267 -1.973 -1.969
H 3.668 0.429 -0.420
H -1.386 -1.790 -1.958
```

Frontier orbital gap = 9.14 eV
E_HOMO = -8.19 eV
Structure (SMILES) = CCCCOc1ccccc1OCC
2S+1 = 1
Lowest unoccupied orbital energy = 0.95 eV

These are the Löwdin partial charges, in e, on atoms 1 to 2:
1 O -0.113
2 O -0.022

---

Short version: two is the least stable of them.

---

one.
2 unconnected molecules or ions with the total composition C7H12N2. Source: OMol25; level of theory: wB97M-V/def2-TZVPD.

```
21
C7H12N2 | OMol25 | wB97M-V/def2-TZVPD
N 3.593 -0.616 -0.462
N 3.452 -1.681 0.101
C 1.079 2.148 1.145
C 0.537 1.085 0.605
C 0.559 -0.229 0.029
C -0.431 2.266 0.907
C -1.905 -0.240 -0.884
C -0.806 -0.885 -0.075
C -0.929 -2.063 0.504
H 1.143 -0.906 0.626
H 2.047 2.615 1.343
H 4.433 -0.080 -0.159
H -0.258 -2.618 1.127
H -1.923 -2.528 0.305
H -2.536 -1.041 -1.339
H 4.229 -1.942 0.712
H -0.824 2.951 0.166
H 0.875 -0.226 -1.066
H -2.591 0.343 -0.352
H -1.560 0.425 -1.709
H -1.183 2.168 1.679
```

Frontier orbital gap = 9.44 eV
E_HOMO = -8.75 eV
Structure (SMILES) = C=C(C)CC1=CC1.[H]/N=N\[H]
2S+1 = 1
Lowest unoccupied orbital energy = 0.69 eV

These are the Löwdin partial charges, in e, on atoms 1 to 2:
1 N -0.013
2 N -0.018

---

two.
C7H12N2 in the gas phase. Source: OMol25; level of theory: wB97M-V/def2-TZVPD.

```
21
C7H12N2 | OMol25 | wB97M-V/def2-TZVPD
N -0.596 -0.038 2.510
N 1.528 -0.748 -1.857
C -0.709 -0.003 -1.324
C 0.695 -0.994 0.444
C -1.467 0.096 0.060
C 1.183 1.207 -0.286
C 0.467 1.408 0.828
C -0.279 0.031 1.083
C 0.780 -0.158 -0.810
H 1.560 -1.136 1.052
H -0.924 -1.013 2.762
H -0.876 0.834 -2.051
H 1.730 -0.048 -2.603
H 0.285 -2.011 0.397
H 0.288 2.284 1.521
H 0.984 -1.498 -2.321
H 1.961 1.868 -0.680
H -2.156 0.966 0.134
H -2.112 -0.747 0.155
H -1.304 0.597 2.834
H -1.036 -0.899 -1.851
```

Frontier orbital gap = 9.83 eV
E_HOMO = -8.75 eV
Structure (SMILES) = N[C@]12C=C[C@](N)(CC1)C2
2S+1 = 1
Lowest unoccupied orbital energy = 1.08 eV

These are the Löwdin partial charges, in e, on atoms 1 to 2:
1 N 0.056
2 N 0.054

---

Short version: one is the least stable of them.

---

one.
C7H12N2 in the gas phase. Source: OMol25; level of theory: wB97M-V/def2-TZVPD.

```
21
C7H12N2 | OMol25 | wB97M-V/def2-TZVPD
N 2.645 -0.509 0.104
N 0.815 2.011 -0.891
C 1.445 -0.554 0.252
C -0.267 0.421 -2.334
C 0.237 -0.826 0.741
C 0.157 0.906 -0.968
C -1.012 1.312 1.334
C -0.216 -2.157 1.248
C -0.738 0.214 0.321
H 2.934 -0.967 -0.770
H -1.724 2.038 0.931
H -0.906 -2.621 0.536
H -1.427 0.878 2.250
H -0.080 -0.650 -2.434
H -1.333 0.616 -2.472
H 0.265 0.947 -3.129
H -0.110 1.852 1.631
H 1.123 2.200 0.067
H -1.682 -0.221 -0.028
H 0.622 -2.841 1.410
H -0.750 -2.049 2.199
```

Frontier orbital gap = 9.04 eV
E_HOMO = -8.32 eV
Structure (SMILES) = [H]/N=C(/C)[C@H](C)C(C)=C=N
2S+1 = 1
Lowest unoccupied orbital energy = 0.73 eV

These are the Löwdin partial charges, in e, on atoms 1 to 2:
1 N 0.172
2 N 0.136

---

two.
C7H12N2 in the gas phase. Source: OMol25; level of theory: wB97M-V/def2-TZVPD.

```
21
C7H12N2 | OMol25 | wB97M-V/def2-TZVPD
N -0.070 -2.884 1.032
N -1.920 -0.640 -1.012
C -0.204 -1.698 0.909
C -1.633 1.657 -0.115
C -0.137 -0.320 0.508
C 0.227 0.229 1.772
C 1.258 -0.735 -0.606
C -1.295 0.200 -0.296
C 1.720 0.605 -1.119
H -2.670 -0.203 -1.547
H -0.413 0.986 2.197
H -0.731 2.260 -0.025
H -2.221 2.006 -0.963
H 1.002 1.036 -1.818
H 1.852 1.288 -0.276
H 2.015 -1.216 0.013
H 0.863 -1.406 -1.366
H -2.213 1.798 0.800
H 1.115 -0.060 2.316
H 0.779 -3.405 1.236
H 2.676 0.502 -1.640
```

Frontier orbital gap (alpha / beta) = 6.65 / 6.64 eV
E_HOMO (alpha / beta) = -6.17 / -6.17 eV
2S+1 = 1
Lowest unoccupied orbital energy (alpha / beta) = 0.48 / 0.47 eV

These are the Löwdin partial charges, in e, on atoms 1 to 2:
1 N 0.211
2 N 0.166

---

Short version: two is the least stable of them.

---

one.
2 unconnected molecules or ions with the total composition C2H4P2. Source: OMol25; level of theory: wB97M-V/def2-TZVPD.

```
8
C2H4P2 | OMol25 | wB97M-V/def2-TZVPD
P 1.482 -0.825 -0.041
P 1.104 1.213 -0.102
C -2.648 0.161 0.039
C -1.461 0.128 0.274
H -3.520 -0.361 0.184
H 1.729 1.416 1.290
H 0.592 -1.121 -1.075
H 2.721 -0.611 -0.568
```

Frontier orbital gap = 7.08 eV
E_HOMO = -9.32 eV
2S+1 = 1
Lowest unoccupied orbital energy = -2.24 eV

These are the Löwdin partial charges, in e, on atoms 1 to 2:
1 P 0.344
2 P 0.519

---

two.
C2H4P2 in the gas phase. Source: OMol25; level of theory: wB97M-V/def2-TZVPD.

```
8
C2H4P2 | OMol25 | wB97M-V/def2-TZVPD
P 0.176 -0.471 1.573
P 1.341 1.186 -1.057
C 0.089 0.188 -1.398
C -0.081 0.648 0.004
H -0.933 1.319 0.370
H 0.973 -1.490 1.184
H -1.116 -1.112 1.598
H -0.450 -0.268 -2.275
```

Frontier orbital gap = 8.49 eV
E_HOMO = -8.56 eV
Structure (SMILES) = P[C@@H]1C=P1
2S+1 = 1
Lowest unoccupied orbital energy = -0.07 eV

These are the Löwdin partial charges, in e, on atoms 1 to 2:
1 P 0.703
2 P 0.880

---

Short version: one is the least stable of them.